Entry 1:
DFT (wB97M-V/def2-TZVPD) results for C2H4NOP as an isolated structure at a distorted geometry.

Positions of all 9 atoms, in Å:
1 C -0.432 0.439 -0.813
2 C -1.446 -0.268 -1.048
3 N 0.716 0.869 -0.585
4 O 0.215 -0.867 1.418
5 P 1.153 0.160 0.940
6 H -2.427 -0.037 -0.729
7 H -1.365 -1.322 -1.312
8 H 1.241 1.307 1.674
9 H 2.345 -0.280 0.455

Values from the calculation:
Lowest unoccupied orbital energy = 0.8 eV

=====

Entry 2:
DFT (wB97M-V/def2-TZVPD) results for C2H4NOP as an isolated structure at a distorted geometry.

Positions of all 9 atoms, in Å:
1 C 0.849 -0.184 -0.222
2 C 1.902 0.592 -0.216
3 N -0.111 -0.931 -0.245
4 O -1.674 1.153 0.036
5 P -1.558 -0.314 0.186
6 H 2.355 0.538 0.828
7 H 2.386 1.142 -1.048
8 H -1.675 -0.820 1.402
9 H -2.474 -1.175 -0.722

Values from the calculation:
Lowest unoccupied orbital energy = 0.8 eV

=====

Entry 3:
DFT (wB97M-V/def2-TZVPD) results for C2H4NOP as an isolated structure at a distorted geometry.

Positions of all 9 atoms, in Å:
1 C 1.845 -0.077 1.055
2 C -1.146 0.317 0.035
3 N 1.760 -0.091 -0.305
4 O 0.790 -0.175 1.679
5 P 0.269 -0.162 -0.772
6 H 2.752 0.091 1.570
7 H -2.090 0.190 -0.620
8 H -1.324 0.294 1.131
9 H 0.465 0.071 -2.034

Values from the calculation:
Lowest unoccupied orbital energy = -0.6 eV

=====

Entry 4:
DFT (wB97M-V/def2-TZVPD) results for one molecule with the formula C2H4NP at a distorted geometry.

Positions of all 8 atoms, in Å:
1 H 2.732 0.149 -0.176
2 N 2.022 0.870 -0.123
3 C 0.844 0.265 -0.287
4 P -0.677 0.993 0.339
5 C -1.765 -0.233 0.060
6 H 0.923 -0.784 -0.347
7 H -2.687 -0.065 0.499
8 H -1.392 -1.195 0.034

Values from the calculation:
SMILES = [H]/N=C/P=C
Lowest unoccupied orbital energy = -0.6 eV

=====

Entry 5:
DFT (wB97M-V/def2-TZVPD) results for one molecule with the formula C2H4NP at a distorted geometry.

Positions of all 8 atoms, in Å:
1 C 0.316 -1.827 0.112
2 C -0.794 0.765 0.082
3 N 2.034 0.923 0.019
4 P 0.855 -0.083 -0.076
5 H 0.927 -2.520 -0.469
6 H -1.369 0.597 -0.827
7 H -0.643 1.830 0.241
8 H -1.326 0.315 0.917

Values from the calculation:
Lowest unoccupied orbital energy (spin up / spin down) = -2.1 / -2.6 eV

=====

Entry 6:
DFT (wB97M-V/def2-TZVPD) results for one molecule with the formula C2H4NP at a distorted geometry.

Positions of all 8 atoms, in Å:
1 C -0.776 -0.891 -0.037
2 C -0.543 0.396 -0.031
3 N 0.831 0.791 -0.064
4 P 2.164 -0.241 -0.193
5 H -1.705 -1.446 -0.063
6 H 0.060 -1.497 0.246
7 H -1.299 1.206 -0.026
8 H 1.268 1.682 0.169

Values from the calculation:
Lowest unoccupied orbital energy (spin up / spin down) = -0.6 / -0.6 eV

=====

Entry 7:
DFT (wB97M-V/def2-TZVPD) results for one molecule with the formula C2H4NP at a distorted geometry.

Positions of all 8 atoms, in Å:
1 P 1.706 -0.389 -0.189
2 C -0.031 -0.663 -0.062
3 N -1.005 -1.391 0.246
4 C -1.430 -0.213 -0.571
5 H 2.313 -1.376 0.481
6 H 2.011 0.468 0.961
7 H -1.749 0.512 0.175
8 H -1.758 -0.208 -1.550

Values from the calculation:
SMILES = PC1=NC1
Lowest unoccupied orbital energy = 0.7 eV

=====

Entry 8:
DFT (wB97M-V/def2-TZVPD) results for one molecule with the formula C2H4NP at a distorted geometry.

Positions of all 8 atoms, in Å:
1 C -0.105 0.395 0.093
2 C -0.860 -0.787 0.550
3 P -1.463 -0.484 2.131
4 N -2.547 0.030 3.027
5 H -0.258 0.510 -0.954
6 H 0.942 0.093 0.062
7 H -0.281 1.266 0.721
8 H -0.458 -1.684 0.091

Values from the calculation:
SMILES = CC=P#N
Lowest unoccupied orbital energy (spin up / spin down) = -1.1 / -1.1 eV

=====

The calculation returns the following ΔE to the lowest compared entry with this formula, charge and spin values, one per record and in order: 22.8, 20.9, 52.5, 34.1, 127.5, 43.6, 50.6, 79.8 kcal/mol.